A molecular structure, C38H85AsF6O22P3S5 in a non-equilibrium geometry. Source: the Open Molecules 2025 dataset; level of theory: ωB97M-V with the def2-TZVPD basis set.

The charge is -1. The energy above the lowest of the compared OMol25 structures with the same formula, charge and spin is 0.0 kJ/mol. The HOMO energy is -8.05 eV.

Each line ends with the Mulliken charge.
Geometry (Å):
As  -0.892  -0.127  -0.015  1.7872
F  -2.031  0.974  0.723  -0.5157
F  -0.283  -0.676  1.519  -0.3796
F  0.129  -1.288  -0.830  -0.4066
F  -1.513  0.305  -1.579  -0.5215
F  0.376  1.050  -0.126  -0.2466
F  -2.182  -1.317  0.093  -0.6012
C  -3.048  3.663  -2.063  0.3978
C  -2.856  3.516  -3.583  0.2402
C  -3.739  4.621  -4.166  -1.0807
S  -5.224  4.719  -3.137  1.1445
O  -6.311  4.034  -3.791  -0.6391
O  -5.398  6.067  -2.646  -0.7188
C  -4.550  3.649  -1.803  0.0693
H  -2.564  4.565  -1.688  0.4794
H  -2.636  2.800  -1.530  -0.8334
H  -3.167  2.533  -3.935  0.1678
H  -1.815  3.702  -3.843  -0.1788
H  -4.005  4.630  -5.221  0.4940
H  -3.216  5.569  -4.007  0.4385
H  -5.001  2.700  -2.091  -0.7487
H  -4.903  4.027  -0.850  0.7015
C  2.154  -2.800  4.659  0.1615
C  2.908  -4.027  5.170  -0.9200
C  1.932  -5.197  5.270  -0.7888
S  0.689  -4.902  3.973  1.2036
O  -0.611  -4.775  4.592  -0.6662
O  0.911  -5.789  2.857  -0.6549
C  1.259  -3.257  3.494  -0.0444
H  2.833  -2.020  4.321  -0.0057
H  1.513  -2.394  5.449  0.2147
H  3.345  -3.896  6.161  0.3762
H  3.768  -4.186  4.513  0.3748
H  1.377  -5.093  6.202  0.3664
H  2.301  -6.212  5.159  0.4353
H  0.441  -2.612  3.193  -0.4766
H  1.956  -3.444  2.674  0.4122
C  -0.387  3.465  2.801  0.8388
C  -1.307  4.018  3.931  -0.5981
C  -1.729  5.423  3.512  -0.9969
S  -1.785  5.437  1.704  1.4064
O  -0.865  6.461  1.263  -0.7764
O  -3.131  5.488  1.181  -0.6926
C  -1.088  3.820  1.496  0.3312
H  -0.314  2.382  2.856  -0.4814
H  0.574  3.980  2.846  -0.1675
H  -0.734  4.104  4.851  0.3626
H  -2.162  3.357  4.052  0.2934
H  -0.984  6.188  3.729  0.3870
H  -2.697  5.785  3.857  0.4952
H  -0.644  3.723  0.506  -0.2909
H  -1.993  3.208  1.393  -0.1589
C  -3.998  -1.376  3.151  -0.3819
C  -2.636  -1.946  3.528  -0.4334
C  -1.779  -0.904  4.235  0.3120
S  -2.999  -0.089  5.306  1.1764
O  -2.877  1.355  5.179  -0.6299
O  -2.951  -0.709  6.611  -0.7294
C  -4.482  -0.633  4.411  -0.8474
H  -4.687  -2.178  2.907  0.5068
H  -3.912  -0.618  2.372  -0.1419
H  -2.142  -2.351  2.642  0.0694
H  -2.799  -2.837  4.142  0.4688
H  -1.481  -0.117  3.540  -0.4595
H  -0.914  -1.129  4.853  0.2218
H  -5.105  0.240  4.224  0.4799
H  -5.061  -1.264  5.087  0.3388
C  -4.511  -0.111  -2.482  0.6799
C  -5.276  0.348  -3.743  -0.2735
C  -6.724  -0.151  -3.599  -0.9409
S  -7.116  0.068  -1.857  1.1065
O  -7.972  -1.012  -1.414  -0.7053
O  -7.456  1.461  -1.665  -0.5691
C  -5.443  -0.263  -1.280  -0.9175
H  -3.811  0.673  -2.189  -0.9914
H  -3.914  -1.010  -2.612  0.5792
H  -4.853  -0.080  -4.649  0.5196
H  -5.234  1.434  -3.803  -0.1321
H  -6.715  -1.217  -3.833  0.3568
H  -7.533  0.296  -4.173  0.4667
H  -5.518  -1.280  -0.888  0.4854
H  -5.246  0.297  -0.365  0.4023
C  2.821  3.721  -7.781  -1.1146
C  3.006  4.198  -6.346  -0.1459
O  2.740  3.151  -5.394  -0.3876
P  1.258  2.577  -5.169  0.9879
O  0.467  2.334  -6.380  -0.7920
O  1.639  1.308  -4.310  -0.4211
C  0.610  0.513  -3.675  0.5443
C  0.927  -0.942  -3.897  -1.4005
O  0.589  3.614  -4.174  -0.3535
C  0.975  3.699  -2.789  0.6443
C  0.515  5.028  -2.249  -1.3250
H  3.162  2.691  -7.891  0.2783
H  1.761  3.694  -8.029  0.3042
H  3.382  4.337  -8.484  0.3833
H  4.063  4.399  -6.165  0.2771
H  2.429  5.097  -6.128  0.2228
H  0.724  0.741  -2.613  -0.2904
H  -0.415  0.814  -3.898  0.3317
H  1.049  -1.178  -4.955  0.4580
H  1.858  -1.228  -3.404  0.3141
H  0.159  -1.565  -3.438  0.3171
H  0.493  2.867  -2.266  -0.3830
H  2.047  3.535  -2.660  0.6930
H  1.176  5.836  -2.575  0.4385
H  -0.483  5.251  -2.627  0.1485
H  0.507  5.100  -1.161  0.2519
C  2.631  2.924  0.572  -0.6648
C  3.353  3.376  1.830  -0.7743
O  3.015  2.391  2.824  0.6128
P  3.844  2.258  4.162  0.0877
O  4.000  3.468  4.962  -0.7541
O  3.081  1.032  4.859  -0.0869
C  1.666  0.930  4.907  0.7747
C  1.027  1.914  5.873  -1.1773
O  5.185  1.546  3.688  -0.3637
C  6.140  1.129  4.670  -0.4148
C  6.098  -0.390  4.828  -0.8330
H  2.813  3.611  -0.264  0.4069
H  3.048  1.972  0.242  0.3455
H  1.554  2.881  0.678  -0.0943
H  4.431  3.436  1.690  0.5130
H  2.957  4.353  2.117  0.2859
H  1.165  0.900  3.938  -0.0403
H  1.475  -0.057  5.345  -0.2042
H  1.054  2.928  5.462  0.2471
H  -0.028  1.667  6.011  0.3508
H  1.529  1.953  6.838  0.3795
H  7.116  1.440  4.301  0.3662
H  5.943  1.558  5.655  0.3276
H  6.364  -0.862  3.879  0.3109
H  6.784  -0.699  5.614  0.3793
H  5.070  -0.699  5.016  0.0618
C  0.136  -4.567  -0.735  -0.8553
C  1.230  -4.281  -1.742  0.1631
O  2.242  -5.272  -1.903  -0.2940
P  2.025  -6.832  -2.056  0.8623
O  1.396  -7.501  -0.928  -0.7733
O  1.216  -7.050  -3.416  -0.3453
C  1.682  -6.457  -4.630  -0.0713
C  1.727  -7.514  -5.731  -1.2475
O  3.493  -7.307  -2.456  -0.2099
C  4.471  -7.312  -1.411  -0.1460
C  5.833  -7.548  -2.029  -1.2890
H  0.485  -4.962  0.221  0.2906
H  -0.387  -3.632  -0.535  0.0929
H  -0.606  -5.279  -1.101  0.3754
H  0.726  -4.126  -2.705  0.0315
H  1.731  -3.340  -1.521  0.1710
H  1.039  -5.609  -4.864  0.3287
H  2.712  -6.107  -4.531  0.3077
H  2.587  -8.159  -5.535  0.2644
H  0.855  -8.167  -5.684  0.3031
H  1.861  -7.072  -6.716  0.3822
H  4.426  -6.419  -0.785  0.3280
H  4.261  -8.135  -0.718  0.2898
H  5.780  -8.459  -2.618  0.3048
H  6.155  -6.674  -2.600  0.3143
H  6.586  -7.621  -1.241  0.3917